(1)
Molecular formula: C5H5NO
Method: DFT, wB97M-V/def2-TZVPD

```
12
Properties=species:S:1:pos:R:3:lowdin_charge:R:1
C 0.07 1.70 0.10 0.102
C -0.97 0.00 0.02 -0.222
C 1.31 -0.15 -0.01 -0.416
C -2.26 -0.24 -0.03 -0.005
C 2.42 -0.85 0.03 0.125
N 1.21 1.22 -0.09 0.076
O 0.10 -0.83 0.02 0.011
H -0.38 2.62 0.22 0.068
H -2.68 -1.33 -0.09 0.093
H -3.04 0.58 -0.04 0.066
H 2.23 -1.84 0.09 0.043
H 3.28 -0.27 -0.05 0.059
```

Results
- Energy above the lowest of the compared OMol25 structures with the same formula, charge and spin: 367.2 kJ/mol
- Orbital gap: 9.0380 eV
- Net charge: 0
- E_LUMO: 0.35 eV
- E_HOMO: -8.686 eV

---

(2)
Molecular formula: C2H7NOSi2
Method: DFT, wB97M-V/def2-TZVPD

```
13
Properties=species:S:1:pos:R:3:lowdin_charge:R:1
C -0.15 -0.49 -0.22 -0.450
C 0.46 0.94 0.13 -0.151
N 1.00 -1.31 -0.05 -0.084
O -1.42 -0.67 -0.13 -0.325
Si 2.18 0.01 0.13 0.687
Si -2.92 0.16 0.07 0.548
H 0.26 1.69 -0.51 0.022
H 0.17 1.21 1.08 0.035
H 1.05 -2.37 0.11 0.133
H 3.08 0.42 -1.04 -0.052
H 2.99 -0.57 1.20 -0.058
H -3.78 -0.71 -0.66 -0.168
H -2.92 1.69 -0.10 -0.138
```

Results
- Energy above the lowest of the compared OMol25 structures with the same formula, charge and spin: 290.4 kJ/mol
- Orbital gap (spin up / spin down): 5.6596 / 6.3831 eV
- Net charge: 0
- E_LUMO (spin up / spin down): 0.10 / 0.30 eV
- E_HOMO (spin up / spin down): -5.560 / -6.083 eV

---

(3)
Molecular formula: C4H5NO2
Method: DFT, wB97M-V/def2-TZVPD

```
12
Properties=species:S:1:pos:R:3:lowdin_charge:R:1
O -0.70 1.86 0.02 0.070
C -1.02 0.97 0.77 -0.199
C -0.32 -0.35 0.83 -0.200
C -0.34 -1.19 -0.42 -0.054
N 0.86 -0.56 0.03 -0.010
C 1.45 0.45 -0.75 -0.317
O 1.49 0.41 -1.96 0.065
H -1.87 1.09 1.46 0.126
H -0.34 -0.85 1.80 0.139
H -0.80 -0.78 -1.31 0.128
H -0.38 -2.27 -0.32 0.114
H 1.96 1.21 -0.15 0.139
```

Results
- Energy above the lowest of the compared OMol25 structures with the same formula, charge and spin: 182.4 kJ/mol
- Orbital gap: 10.4358 eV
- Net charge: 0
- E_LUMO: 0.43 eV
- E_HOMO: -10.005 eV
- SMILES: O=C[C@H]1CN1C=O

---

(4)
Molecular formula: C3H6S
Method: DFT, wB97M-V/def2-TZVPD

```
10
Properties=species:S:1:pos:R:3:lowdin_charge:R:1
C 0.68 0.60 -0.19 -0.224
C -0.57 0.71 0.62 -0.167
C 0.09 -0.65 0.45 -0.620
S -0.43 -1.97 -0.76 0.675
H 0.67 0.53 -1.28 0.074
H 1.62 1.13 0.02 0.100
H -0.52 1.11 1.72 0.134
H -1.60 0.81 0.12 0.120
H 0.74 -1.15 1.10 0.052
H -0.68 -1.11 -1.79 -0.143
```

Results
- Energy above the lowest of the compared OMol25 structures with the same formula, charge and spin: 106.7 kJ/mol
- Orbital gap: 9.9087 eV
- Net charge: 0
- E_LUMO: 1.08 eV
- E_HOMO: -8.831 eV
- SMILES: SC1CC1

---

(5)
Molecular formula: C53H38AsCl3F4N4O6S2Sn
Method: DFT, wB97M-V/def2-TZVPD

```
112
Properties=species:S:1:pos:R:3:lowdin_charge:R:1
Sn -0.11 -0.41 -0.20 1.135
O 4.51 -1.10 5.46 -0.003
C 4.31 -0.13 4.72 -0.703
O 4.81 1.02 4.69 -0.030
C 3.24 -0.36 3.63 -0.075
C 1.89 -0.50 3.94 0.023
C 0.97 -0.64 2.93 -0.134
N 1.31 -0.65 1.63 -0.015
C 2.61 -0.53 1.33 -0.200
C 3.59 -0.40 2.28 0.069
C 2.95 -0.50 -0.15 -0.566
O 4.11 -0.40 -0.49 0.069
O 1.92 -0.61 -0.93 -0.152
H 1.57 -0.51 4.97 0.128
H -0.09 -0.73 3.15 0.047
H 4.62 -0.28 1.96 0.142
F -4.26 -0.58 3.59 0.129
C -4.88 -1.05 2.49 -0.608
F -4.52 -2.34 2.36 0.131
F -6.20 -1.04 2.76 0.133
C -4.57 -0.25 1.26 -0.124
C -5.58 0.45 0.62 0.004
C -5.31 1.14 -0.55 -0.044
C -4.03 1.07 -1.05 -0.130
N -3.04 0.43 -0.44 0.028
C -3.27 -0.22 0.70 -0.635
S -1.90 -0.99 1.47 0.746
H -6.57 0.44 1.04 0.126
H -6.08 1.69 -1.07 0.107
H -3.76 1.54 -1.99 0.108
F -0.69 1.76 -6.08 0.061
C -0.58 1.27 -4.83 -0.287
C -1.47 0.31 -4.41 -0.015
C -1.35 -0.18 -3.11 -0.150
C -0.37 0.30 -2.26 -0.261
C 0.51 1.26 -2.71 -0.114
C 0.42 1.76 -4.01 -0.005
H -2.23 -0.06 -5.10 0.122
H -2.07 -0.92 -2.78 0.100
H 1.31 1.62 -2.07 0.109
H 1.11 2.50 -4.38 0.129
O 0.20 1.60 0.53 -0.522
As -0.11 3.22 0.80 1.269
C -0.10 4.21 -0.83 -0.300
C 0.86 5.18 -1.06 -0.073
C 0.87 5.85 -2.28 -0.064
C -0.08 5.55 -3.24 -0.066
C -1.05 4.59 -3.00 -0.073
C -1.06 3.91 -1.79 -0.113
C 1.19 3.86 2.02 -0.313
C 1.01 5.10 2.64 -0.105
C 1.94 5.51 3.59 -0.076
C 3.00 4.68 3.93 -0.051
C 3.17 3.45 3.31 -0.031
C 2.27 3.04 2.34 -0.059
C -1.84 3.43 1.60 -0.292
C -2.15 2.59 2.67 -0.085
C -3.39 2.69 3.28 -0.065
C -4.31 3.62 2.81 -0.068
C -4.01 4.45 1.74 -0.073
C -2.76 4.35 1.13 -0.089
H 1.61 5.41 -0.31 0.106
H 1.62 6.61 -2.47 0.109
H -0.07 6.08 -4.19 0.110
H -1.78 4.35 -3.76 0.113
H -1.80 3.14 -1.60 0.100
H 0.16 5.72 2.41 0.107
H 1.81 6.46 4.09 0.105
H 3.70 4.99 4.70 0.113
H 3.97 2.78 3.62 0.090
H 2.37 2.07 1.86 0.090
H -1.42 1.87 3.02 0.105
H -3.63 2.05 4.11 0.108
H -5.28 3.69 3.29 0.109
H -4.73 5.17 1.38 0.107
H -2.52 5.00 0.30 0.100
Cl 7.39 -3.88 -4.83 0.696
C 5.68 -4.10 -4.67 -0.661
C 5.05 -3.75 -3.49 -0.105
C 3.68 -3.91 -3.40 -0.032
C 2.92 -4.40 -4.46 -0.192
C 1.41 -4.47 -4.37 -0.270
C 0.85 -5.14 -3.10 -0.034
N 0.72 -4.29 -1.92 -0.036
C 1.39 -4.45 -0.73 -0.030
C 1.00 -3.43 0.08 -0.093
N 0.09 -2.65 -0.61 -0.035
C -0.06 -3.21 -1.80 -0.120
O 0.74 -3.23 -4.57 -0.100
C 1.44 -2.01 -4.37 -0.140
C 2.39 -1.73 -5.51 -0.316
C 3.60 -1.13 -5.38 -0.966
Cl 4.29 -0.54 -3.94 0.733
S 4.42 -0.97 -6.88 1.000
C 3.12 -1.72 -7.71 -0.408
C 2.11 -2.07 -6.87 -0.155
C 3.60 -4.76 -5.62 -0.571
Cl 2.76 -5.42 -7.00 0.736
C 4.97 -4.62 -5.74 -0.127
H 5.61 -3.33 -2.67 0.117
H 3.19 -3.59 -2.49 0.113
H 1.06 -5.11 -5.18 0.109
H 1.49 -5.97 -2.80 0.139
H -0.14 -5.54 -3.34 0.137
H 2.08 -5.26 -0.56 0.132
H 1.30 -3.20 1.08 0.116
H -0.68 -2.84 -2.60 0.138
H 1.95 -1.96 -3.41 0.099
H 0.65 -1.25 -4.35 0.111
H 3.17 -1.87 -8.78 0.069
H 1.20 -2.56 -7.18 0.116
H 5.47 -4.90 -6.65 0.109
```

Results
- Energy above the lowest of the compared OMol25 structures with the same formula, charge and spin: 55.5 kJ/mol
- Orbital gap: 7.3236 eV
- Net charge: 0
- E_LUMO: -0.32 eV
- E_HOMO: -7.647 eV

---

(6)
Molecular formula: C3H5O4Tm
Method: DFT, wB97M-V/def2-TZVPD

```
13
Properties=species:S:1:pos:R:3:lowdin_charge:R:1
H 0.74 -0.52 -0.40 0.215
C -0.28 -0.28 -1.08 -0.341
C -0.90 -0.25 0.29 -0.055
O -0.29 -1.49 -1.71 -0.571
H -0.90 0.40 -1.70 0.154
H -1.47 -1.15 0.57 0.119
H -1.69 0.52 0.35 0.123
Tm -1.37 -3.33 -2.51 1.619
O 0.01 0.29 1.53 0.045
C 0.83 1.21 1.15 -0.658
O 0.83 1.70 0.01 0.066
O 2.00 1.03 1.75 0.147
H 2.49 1.86 1.75 0.136
```

Results
- Energy above the lowest of the compared OMol25 structures with the same formula, charge and spin: 397.9 kJ/mol
- ⟨S²⟩: 3.752
- Orbital gap (spin up / spin down): 7.2142 / 5.5718 eV
- Net charge: +1
- E_LUMO (spin up / spin down): -5.40 / -7.04 eV
- E_HOMO (spin up / spin down): -12.619 / -12.609 eV
- 2S+1: 4

---

(7)
Molecular formula: C22H44BiN3O2P3
Method: DFT, wB97M-V/def2-TZVPD

```
75
Properties=species:S:1:pos:R:3:lowdin_charge:R:1
Bi 0.19 -0.59 0.60 1.315
P -1.59 -2.23 0.95 0.717
P 1.59 -1.34 2.57 0.647
P 1.59 -2.04 -1.01 0.695
H -0.50 5.81 -6.67 0.050
C -0.58 4.91 -7.30 -0.098
C -1.76 4.38 -7.61 -0.080
H -2.70 4.81 -7.25 0.051
C -3.07 -1.56 1.68 -0.211
C -1.26 -3.66 1.98 -0.188
C -2.13 -2.92 -0.62 -0.200
C 3.13 -0.46 2.57 -0.215
C 0.84 -1.02 4.12 -0.238
C 1.99 -3.06 2.64 -0.217
C 0.97 -1.85 -2.67 -0.210
C 1.75 -3.79 -0.76 -0.235
C 3.27 -1.44 -1.09 -0.215
H 0.36 4.49 -7.67 0.049
H -1.84 3.49 -8.25 0.050
H -3.37 -0.60 1.22 0.086
H -2.92 -1.38 2.75 0.056
H -3.88 -2.29 1.55 0.090
H -0.98 -3.36 3.00 0.060
H -0.47 -4.29 1.57 0.052
H -2.19 -4.25 2.03 0.104
H -2.54 -2.14 -1.27 0.075
H -2.92 -3.66 -0.40 0.097
H -1.30 -3.40 -1.15 0.051
H 3.63 -0.74 3.52 0.096
H 2.98 0.63 2.55 0.068
H 3.77 -0.74 1.73 0.053
H 1.53 -1.43 4.86 0.091
H -0.13 -1.51 4.22 0.058
H 0.71 0.05 4.32 0.074
H 3.07 -3.13 2.83 0.090
H 1.74 -3.65 1.76 0.014
H 1.45 -3.47 3.50 0.079
H 1.42 -2.65 -3.26 0.081
H 1.27 -0.88 -3.08 0.080
H -0.13 -1.92 -2.73 0.061
H 1.96 -4.22 -1.76 0.085
H 0.85 -4.27 -0.36 0.042
H 2.60 -4.01 -0.11 0.064
H 3.70 -1.83 -2.03 0.095
H 3.86 -1.80 -0.24 0.055
H 3.31 -0.34 -1.10 0.058
C -0.40 0.76 -2.18 -0.456
C 0.68 1.65 -2.06 -0.086
C 0.99 2.51 -3.10 -0.068
C 0.25 2.49 -4.28 -0.054
C -0.81 1.59 -4.40 -0.045
C -1.14 0.73 -3.37 -0.024
O -0.78 -0.09 -1.23 -0.378
H 1.58 0.45 0.31 -0.038
H 1.27 1.66 -1.13 0.027
H 1.82 3.21 -2.99 0.116
H 0.49 3.17 -5.10 0.106
H -1.40 1.56 -5.31 0.122
H -1.96 0.02 -3.45 0.122
C -2.69 1.92 4.94 0.041
N -1.86 2.15 3.73 -0.017
C -1.55 3.42 3.37 0.028
C -0.71 3.62 2.34 0.020
C -0.14 2.57 1.62 -0.358
N -0.53 1.33 1.87 0.043
C -1.34 1.08 3.00 -0.422
O -1.58 -0.08 3.43 -0.090
N 0.86 2.89 0.76 0.166
H -3.65 2.42 4.79 0.116
H -2.18 2.36 5.80 0.115
H -2.86 0.87 5.13 0.094
H -1.95 4.23 3.97 0.161
H -0.40 4.64 2.13 0.139
H 1.03 3.88 0.53 0.152
H 1.71 2.35 0.73 0.087
```

Results
- Energy above the lowest of the compared OMol25 structures with the same formula, charge and spin: 442.7 kJ/mol
- Orbital gap: 3.9575 eV
- Net charge: +3
- E_LUMO: -10.57 eV
- E_HOMO: -14.528 eV

---

(8)
Molecular formula: C5H14N2O
Method: DFT, wB97M-V/def2-TZVPD

```
22
Properties=species:S:1:pos:R:3:lowdin_charge:R:1
C -1.56 0.49 -1.45 -0.413
O -0.87 -0.71 -1.15 -0.412
C -2.33 1.03 -0.28 -0.295
N -1.53 1.97 0.57 -0.036
H -0.80 1.26 -1.81 0.105
H -2.28 0.31 -2.32 0.097
H -3.29 1.53 -0.66 0.110
H -2.58 0.22 0.43 0.100
H -1.68 2.93 0.25 0.056
H -1.90 1.98 1.53 0.052
C 2.93 -0.33 -0.25 -0.089
C 1.47 -0.29 0.17 -0.243
C 0.20 -2.14 0.98 0.125
N 1.17 -1.34 1.16 0.007
H 3.55 -0.11 0.70 0.093
H 3.22 -1.25 -0.75 0.077
H 3.09 0.47 -0.92 0.058
H 1.13 0.70 0.63 0.139
H 0.68 -0.41 -0.65 0.072
H -0.01 -2.89 1.81 0.129
H -0.38 -2.01 0.02 0.085
H 1.78 -1.41 2.01 0.181
```

Results
- Energy above the lowest of the compared OMol25 structures with the same formula, charge and spin: 486.0 kJ/mol
- Orbital gap: 6.7405 eV
- Net charge: 0
- E_LUMO: -0.05 eV
- E_HOMO: -6.795 eV

---

(9)
Molecular formula: C6H11N
Method: DFT, wB97M-V/def2-TZVPD

```
18
Properties=species:S:1:pos:R:3:lowdin_charge:R:1
C -1.34 1.25 0.49 -0.048
N 1.05 0.34 1.85 0.041
C 0.92 -0.06 0.47 -0.330
C -0.17 0.43 -0.20 -0.262
C -0.61 -0.22 -1.42 -0.197
C -1.82 -0.29 -1.89 -0.038
C 1.91 -1.08 0.12 -0.067
H -1.40 2.38 0.23 0.101
H -2.20 0.51 0.22 0.085
H -1.12 1.26 1.56 0.032
H 0.76 1.35 2.21 0.144
H 1.68 -0.17 2.43 0.055
H 0.24 -0.81 -1.93 0.129
H -1.94 -0.81 -2.82 0.037
H -2.83 -0.08 -1.50 0.063
H 1.68 -2.13 0.21 0.081
H 2.42 -0.82 -0.84 0.095
H 2.80 -1.05 0.79 0.080
```

Results
- Energy above the lowest of the compared OMol25 structures with the same formula, charge and spin: 241.2 kJ/mol
- Orbital gap: 8.3314 eV
- Net charge: 0
- E_LUMO: 0.96 eV
- E_HOMO: -7.376 eV
- SMILES: C=C/C(C)=C(\C)N

---

(10)
Molecular formula: CH4N3P
Method: DFT, wB97M-V/def2-TZVPD

```
9
Properties=species:S:1:pos:R:3:lowdin_charge:R:1
C -1.23 -0.04 0.53 -0.270
N -0.48 0.51 1.54 -0.147
N 0.62 1.03 1.34 -0.177
N 1.34 0.51 0.37 -0.326
P 0.31 -0.13 -0.86 0.891
H -1.36 -1.09 0.84 0.078
H -2.15 0.40 0.37 0.046
H 0.55 0.58 -2.06 -0.056
H 1.14 -1.25 -1.13 -0.038
```

Results
- Energy above the lowest of the compared OMol25 structures with the same formula, charge and spin: 456.7 kJ/mol
- Orbital gap: 8.3735 eV
- Net charge: 0
- E_LUMO: -0.15 eV
- E_HOMO: -8.523 eV
- SMILES: C1N=NN=[PH2]1

---

(11)
Molecular formula: H24O16S
Method: DFT, wB97M-V/def2-TZVPD

```
41
Properties=species:S:1:pos:R:3:lowdin_charge:R:1
S 0.07 0.07 0.05 0.430
O 0.39 0.91 -1.06 -0.325
O 0.85 0.43 1.27 -0.354
O -1.39 0.11 0.35 -0.355
O 0.36 -1.26 -0.31 -0.317
O 2.71 1.70 -1.84 -0.092
H 1.70 1.66 -1.60 0.011
H 2.52 1.57 -2.74 -0.023
O -3.45 1.58 1.54 -0.142
H -2.74 0.97 1.12 0.031
H -4.28 1.88 1.07 0.036
O -0.18 3.29 -1.99 -0.050
H -0.05 3.91 -1.30 0.014
H 0.23 2.49 -1.69 -0.048
O -2.85 -1.76 1.31 -0.127
H -2.26 -1.10 1.01 -0.086
H -2.46 -2.75 1.25 0.090
O 0.57 -0.27 -3.71 -0.110
H 0.45 -0.01 -2.73 0.047
H -0.24 -0.27 -4.28 0.068
O -0.05 -2.72 -2.41 -0.113
H 0.21 -2.09 -3.14 0.012
H 0.07 -2.43 -1.49 -0.025
O 0.22 0.18 3.73 -0.093
H 0.25 0.30 2.70 0.023
H 1.06 0.44 3.98 -0.040
O 0.87 2.93 1.89 -0.140
H 0.09 3.29 2.43 0.061
H 0.58 2.01 1.55 0.002
O 3.10 -0.08 1.76 -0.122
H 2.13 0.33 1.75 -0.004
H 3.65 0.62 2.11 0.014
O -0.55 -3.60 0.75 -0.058
H 0.01 -3.67 1.49 0.009
H -0.39 -2.69 0.40 0.011
O -2.95 0.11 -1.75 -0.090
H -2.31 0.15 -0.99 -0.015
H -2.70 0.65 -2.49 0.002
O 2.48 -2.64 0.59 -0.029
H 1.59 -2.31 0.37 -0.007
H 2.69 -1.91 1.03 -0.097
```

Results
- Energy above the lowest of the compared OMol25 structures with the same formula, charge and spin: 371.2 kJ/mol
- Orbital gap: 9.5301 eV
- Net charge: -2
- E_LUMO: 5.14 eV
- E_HOMO: -4.395 eV

---

(12)
Molecular formula: CH2F2N2
Method: DFT, wB97M-V/def2-TZVPD

```
7
Properties=species:S:1:pos:R:3:lowdin_charge:R:1
C -0.38 -0.13 0.01 -0.340
N -0.61 1.50 0.12 0.017
N 0.88 -0.59 -0.04 0.051
F -1.40 -0.99 0.05 0.097
F 1.90 0.39 0.04 -0.009
H -1.65 1.42 0.12 -0.036
H 1.25 -1.59 -0.30 0.221
```

Results
- Energy above the lowest of the compared OMol25 structures with the same formula, charge and spin: 434.6 kJ/mol
- Orbital gap (spin up / spin down): 9.1156 / 9.1142 eV
- Net charge: 0
- E_LUMO (spin up / spin down): 0.36 / 0.36 eV
- E_HOMO (spin up / spin down): -8.757 / -8.755 eV
- SMILES: [H]/N=C(\F)NF

---

(13)
Molecular formula: C21H26BrI2NO8PY
Method: DFT, wB97M-V/def2-TZVPD

```
61
Properties=species:S:1:pos:R:3:lowdin_charge:R:1
Y -1.40 0.80 1.56 1.273
O -2.48 3.01 4.15 -0.129
C -1.40 2.72 3.64 -0.708
O -0.83 1.57 3.64 -0.172
C -0.82 3.72 2.65 -0.183
C -0.20 4.91 2.95 0.014
C 0.19 5.71 1.89 -0.039
C -0.07 5.30 0.59 -0.048
C -0.69 4.08 0.38 -0.111
N -1.06 3.30 1.40 0.054
H -0.03 5.19 3.98 0.126
H 0.70 6.65 2.07 0.113
H 0.22 5.91 -0.26 0.110
H -0.91 3.71 -0.61 0.126
C 0.48 -3.82 -0.66 -0.024
C 1.47 -2.70 -0.40 -0.597
C 2.09 -2.84 0.99 -0.029
C 2.54 -2.67 -1.47 -0.024
O 0.67 -1.47 -0.50 -0.148
P 0.88 -0.08 0.20 0.247
O 0.66 -0.15 1.70 -0.366
O -0.18 0.87 -0.36 -0.336
O 2.36 0.37 -0.09 -0.139
C 2.83 1.29 -1.14 -0.597
C 2.20 0.97 -2.48 -0.019
C 2.48 2.70 -0.70 -0.024
C 4.33 1.09 -1.17 -0.024
H 1.01 -4.76 -0.81 0.093
H -0.10 -3.60 -1.56 0.098
H -0.21 -3.94 0.18 0.058
H 2.62 -3.79 1.03 0.096
H 1.32 -2.83 1.76 0.078
H 2.79 -2.03 1.20 0.087
H 3.08 -3.62 -1.47 0.093
H 3.25 -1.87 -1.29 0.066
H 2.09 -2.53 -2.46 0.094
H 1.12 1.04 -2.45 0.085
H 2.47 -0.04 -2.81 0.078
H 2.57 1.68 -3.22 0.095
H 1.40 2.82 -0.63 0.053
H 2.87 3.42 -1.42 0.096
H 2.92 2.92 0.28 0.098
H 4.59 0.06 -1.40 0.079
H 4.77 1.35 -0.20 0.092
H 4.77 1.74 -1.93 0.094
I -3.92 0.84 3.63 0.512
I -5.51 -1.16 2.86 0.124
Br -1.96 -2.08 1.82 0.852
C -2.91 -2.58 0.25 -0.551
C -3.15 -3.95 0.16 -0.146
C -3.78 -4.46 -0.96 -0.075
C -4.14 -3.62 -2.00 -0.065
C -3.89 -2.26 -1.89 -0.009
C -3.28 -1.71 -0.77 -0.137
C -3.11 -0.19 -0.78 -0.599
O -3.05 0.40 -1.83 0.091
O -3.08 0.34 0.41 -0.314
H -2.85 -4.60 0.97 0.099
H -3.97 -5.53 -1.03 0.107
H -4.63 -4.01 -2.88 0.106
H -4.16 -1.58 -2.69 0.123
```

Results
- Energy above the lowest of the compared OMol25 structures with the same formula, charge and spin: 111.5 kJ/mol
- Orbital gap: 8.1068 eV
- Net charge: 0
- E_LUMO: -0.81 eV
- E_HOMO: -8.921 eV

---

(14)
Molecular formula: C2H5N3O
Method: DFT, wB97M-V/def2-TZVPD

```
11
Properties=species:S:1:pos:R:3:lowdin_charge:R:1
C -0.28 -0.46 0.06 -0.534
C 0.87 0.42 0.58 -0.119
H -2.18 -0.89 0.63 0.141
H -1.20 -0.03 1.77 0.105
H 0.62 -0.95 -1.52 0.038
H 1.56 0.12 1.48 0.150
H 0.00 0.79 -1.34 0.055
N -1.24 -0.57 0.93 0.139
N -0.26 -1.11 -1.08 0.109
N 1.37 1.29 -0.17 -0.036
O 0.76 1.40 -1.34 -0.049
```

Results
- Energy above the lowest of the compared OMol25 structures with the same formula, charge and spin: 330.7 kJ/mol
- Orbital gap: 10.4787 eV
- Net charge: 0
- E_LUMO: 0.72 eV
- E_HOMO: -9.757 eV
- SMILES: [H]/N=C(N)\C=N/O